119
Properties=species:S:1:pos:R:3:forces:R:3:lowdin_spin:R:1 method="wB97M-V/def2-TZVPD" multiplicity=3 orbital_gap_ev="6.57 / 5.59" e_above_lowest_kj_mol=133.5 charge=+2 s2=2.012 lumo_energy_ev="-6.21 / -7.24"
W 0.011 0.704 -0.133 -0.3 -0.3 -0.8 0.814
Se -1.546 2.749 0.239 0.0 0.1 0.1 0.668
As 0.497 -2.113 0.140 0.8 0.2 -0.6 -0.003
Ge -0.665 5.923 0.378 0.0 0.0 0.0 0.029
P -3.135 -0.516 0.922 0.1 -0.2 -0.1 0.007
Si -1.021 0.108 -5.132 0.0 0.0 0.0 0.012
O 0.276 0.836 1.959 -0.1 0.2 0.0 0.035
O 1.928 0.389 -0.049 -0.7 -0.1 0.4 0.018
O -1.934 0.034 0.151 0.2 0.3 0.4 0.035
O 6.516 1.025 0.802 0.0 0.1 0.0 0.001
N -3.875 -1.548 -0.094 0.1 -0.1 0.0 0.001
N -4.174 0.691 1.314 0.0 0.0 -0.1 0.014
N -2.643 -1.238 2.310 -0.2 0.0 0.1 0.000
C 2.056 -2.283 -1.017 -0.1 -0.1 0.0 0.001
C -1.428 -1.696 -5.365 0.0 -0.1 0.0 0.004
C 0.761 6.007 -0.936 0.1 0.0 -0.1 0.005
C -1.086 -5.525 -1.698 0.0 0.0 0.0 0.000
C -0.242 -3.879 -0.166 -0.2 0.1 0.2 -0.003
C 1.393 -2.271 2.970 0.0 0.0 0.0 0.000
C 4.026 -2.673 2.146 0.0 0.0 0.0 0.000
C 3.023 -2.527 1.191 0.0 0.0 0.1 0.000
C 2.103 -2.192 -2.398 0.0 0.0 0.0 0.000
C -1.145 -6.453 -0.665 0.0 0.0 0.0 0.000
C -3.186 -2.272 -1.161 0.0 0.0 0.0 0.000
C 6.851 0.722 -0.558 0.0 0.0 0.1 0.000
C -0.756 -6.092 0.615 0.0 0.0 0.0 0.000
C -2.988 -2.626 2.628 0.1 0.0 0.0 0.000
C 1.284 1.203 2.640 0.1 -0.1 -0.1 0.007
C 0.560 0.575 -5.995 0.0 0.0 0.0 0.000
C -2.417 6.163 -0.427 -0.1 0.0 0.0 0.003
C -0.673 4.092 1.265 0.1 0.0 0.1 0.108
C -0.357 7.134 1.862 0.0 0.0 0.1 0.009
C 3.717 1.463 2.959 0.0 0.0 0.0 -0.001
C 0.993 1.668 4.033 0.0 -0.1 0.0 0.000
C 4.427 -2.685 -0.929 0.0 0.0 0.0 0.000
C -2.232 -0.445 3.467 0.1 0.0 0.0 0.000
C 3.321 -2.356 -3.045 0.0 0.0 0.0 0.000
C 2.606 1.155 2.124 0.0 0.1 0.1 0.007
C -4.756 1.456 0.204 0.0 0.0 0.0 0.004
C 1.709 -2.329 1.620 -0.2 -0.1 0.2 0.002
C 4.996 1.407 2.508 -0.1 0.0 -0.1 0.005
C -5.210 -2.057 0.213 0.0 0.0 0.0 0.000
C -0.640 -4.237 -1.451 0.1 0.0 0.0 -0.001
C 2.887 0.757 0.790 0.2 0.1 -0.1 0.005
C 2.400 -2.417 3.913 0.0 0.0 0.0 0.000
C 3.712 -2.616 3.495 0.0 0.0 0.0 0.000
C 4.190 0.725 0.310 -0.1 -0.1 0.0 0.000
C 4.476 -2.605 -2.313 0.0 0.0 0.0 0.000
C -5.060 0.650 2.479 0.0 0.0 0.0 0.001
C -0.703 0.360 -3.309 0.0 -0.1 -0.1 0.084
C -2.444 1.209 -5.598 0.0 0.0 0.0 0.002
C 3.213 -2.520 -0.272 0.1 0.0 0.0 0.000
C -0.304 -4.802 0.870 -0.1 0.0 0.0 -0.001
C -0.430 0.492 -2.122 0.1 -0.2 0.2 0.001
C 5.240 1.044 1.161 0.1 0.0 0.0 0.001
C 0.934 2.521 -0.946 0.2 0.2 0.1 0.064
H -2.043 0.587 3.176 0.0 0.0 0.0 0.001
H -2.195 -3.049 3.245 0.0 0.0 0.0 0.000
H 0.892 7.051 -1.224 0.0 0.0 0.0 0.001
H -0.058 1.936 4.103 0.0 0.0 0.0 0.000
H -6.093 0.486 2.161 0.0 0.0 0.0 0.000
H -2.606 5.434 -1.215 0.0 0.0 0.0 0.002
H 0.013 -4.536 1.871 0.0 0.0 0.0 0.000
H -2.953 -3.296 -0.861 0.0 0.0 0.0 0.000
H -0.561 -2.329 -5.160 0.0 0.0 0.0 0.000
H 3.370 -2.295 -4.124 0.0 0.0 0.0 0.000
H -0.588 -3.525 -2.267 0.0 0.0 0.0 0.000
H -1.384 -5.806 -2.700 0.0 0.0 0.0 0.000
H -0.357 8.163 1.501 0.0 0.0 0.0 0.002
H 6.365 1.427 -1.233 0.0 0.0 0.0 0.000
H -5.790 -2.111 -0.709 0.0 0.0 0.0 0.000
H 5.418 -2.740 -2.827 0.0 0.0 0.0 0.000
H 6.559 -0.301 -0.799 0.0 0.0 0.0 0.000
H -3.839 -2.305 -2.035 0.0 0.0 0.0 0.000
H -1.739 -1.891 -6.394 0.0 0.0 0.0 0.001
H 3.544 1.736 3.990 0.0 0.0 0.0 0.000
H -1.312 -0.854 3.885 0.0 0.0 0.0 0.000
H -1.138 7.041 2.617 0.0 0.0 0.0 0.000
H -5.017 1.597 3.020 0.0 0.0 0.0 0.000
H 0.328 3.778 1.555 0.0 0.0 0.0 -0.001
H 1.195 0.857 4.738 0.0 0.0 0.0 0.000
H -1.287 4.229 2.160 0.0 0.0 0.0 0.019
H 0.507 0.340 -7.060 0.0 0.0 0.0 0.000
H 4.496 -2.736 4.230 0.0 0.0 0.0 0.000
H 1.410 0.035 -5.574 0.0 0.0 0.0 0.000
H 5.333 -2.888 -0.371 0.0 0.0 0.0 0.000
H -0.792 -6.814 1.420 0.0 0.0 0.0 0.000
H 5.052 -2.835 1.845 0.0 0.0 0.0 0.000
H 7.928 0.828 -0.623 0.0 0.0 0.0 0.000
H -4.915 2.489 0.513 0.0 0.0 0.0 0.001
H -5.172 -3.055 0.655 0.0 0.0 0.0 0.000
H 1.629 2.121 -1.682 0.0 0.0 0.0 0.009
H -3.053 -3.225 1.722 0.0 0.0 0.0 0.000
H -2.472 7.158 -0.871 0.0 0.0 0.0 0.000
H 4.342 0.415 -0.713 0.0 0.0 0.0 0.000
H 1.209 -1.980 -2.972 0.0 0.0 0.0 0.000
H 0.529 5.442 -1.837 0.0 0.0 0.0 0.000
H 1.606 2.519 4.319 0.0 0.0 0.0 0.000
H -2.993 -0.457 4.250 0.0 0.0 0.0 0.000
H -4.100 1.448 -0.663 0.0 0.0 0.0 0.000
H 0.608 6.942 2.332 0.0 0.0 0.0 0.000
H 0.369 -2.122 3.288 0.0 0.0 0.0 0.000
H -4.787 -0.151 3.158 0.0 0.0 0.0 0.000
H -3.211 6.086 0.316 0.0 0.0 0.0 0.000
H -1.486 -7.460 -0.863 0.0 0.0 0.0 0.000
H 0.758 1.644 -5.899 0.0 0.0 0.0 0.000
H -2.200 2.257 -5.416 0.0 0.0 0.0 0.000
H -2.272 -1.750 -1.438 0.0 0.0 0.0 0.000
H -5.719 1.027 -0.089 0.0 0.0 0.0 0.000
H 1.499 3.022 -0.153 0.0 0.0 0.0 0.011
H -3.929 -2.696 3.182 0.0 0.0 0.0 0.000
H 1.707 5.650 -0.530 0.0 0.0 0.0 0.000
H 0.325 3.264 -1.458 0.0 -0.1 0.0 0.013
H 2.169 -2.386 4.970 0.0 0.0 0.0 0.000
H -3.343 0.965 -5.029 0.0 0.0 0.0 0.000
H -5.732 -1.393 0.900 0.0 0.0 0.0 0.000
H -2.243 -2.007 -4.708 0.0 0.0 0.0 0.000
H 5.842 1.633 3.141 0.0 0.0 0.0 0.000
H -2.682 1.100 -6.658 0.0 0.0 0.0 0.000

---

130
Properties=species:S:1:pos:R:3:forces:R:3:lowdin_charge:R:1 method="wB97M-V/def2-TZVPD" multiplicity=1 orbital_gap_ev=6.55 e_above_lowest_kj_mol=33.9 charge=-1 lumo_energy_ev=1.96
Y 0.138 0.417 -0.310 -0.2 0.0 -0.1 1.488
S 1.049 3.304 -0.915 -0.1 0.0 0.2 0.558
P -3.490 0.506 0.596 0.1 0.1 -0.2 0.479
P -0.350 -1.673 2.193 0.0 0.0 0.0 1.054
P -2.801 -1.904 -1.061 0.0 0.1 0.1 0.484
O 0.404 1.365 1.759 -0.1 0.0 0.0 -0.195
O 1.896 -0.787 0.560 0.0 0.0 -0.1 -0.218
O -3.161 -3.451 -1.078 0.0 -0.1 0.0 -0.181
O -0.371 2.937 -0.727 0.0 -0.1 -0.1 -0.399
O -3.401 -1.317 -2.386 0.0 0.0 0.1 -0.151
O -2.082 0.823 0.333 0.0 0.0 0.3 -0.310
O 1.378 3.692 -2.268 0.0 0.1 0.0 -0.322
O -2.597 1.722 -4.128 0.0 0.0 0.0 -0.128
O -4.482 1.370 -0.272 0.0 0.0 0.0 -0.183
O -3.866 0.709 2.114 -0.1 0.0 0.0 -0.161
O -1.368 -1.655 -0.860 0.0 0.0 0.0 -0.299
O -0.766 0.689 -2.352 -0.1 0.0 -0.1 -0.176
O 1.846 2.179 3.267 0.0 0.0 0.0 0.004
N 0.684 -3.941 3.483 0.0 0.0 0.0 -0.147
N 1.936 2.133 -0.380 -0.1 0.0 -0.1 -0.264
N 2.392 -1.871 -1.419 -0.1 0.0 0.0 0.070
N -1.423 -3.069 4.396 0.0 0.0 0.0 -0.154
N 1.257 -1.202 -1.894 0.2 0.0 -0.1 -0.040
N 0.682 -1.863 4.781 0.0 0.0 0.0 -0.142
C 3.829 -2.152 0.467 0.0 0.0 0.0 -0.146
C -0.142 -1.026 -3.888 -0.1 0.1 0.0 -0.140
C -5.154 0.992 2.716 0.0 0.0 0.0 -0.416
C 1.402 -3.079 4.422 0.0 0.0 0.0 -0.191
C -1.824 2.920 -3.965 0.0 0.0 0.0 -0.051
C 5.315 -2.260 2.365 0.0 0.0 0.0 -0.088
C -2.133 -4.418 -0.690 0.0 0.0 0.0 -0.436
C -1.831 0.619 -4.447 0.0 0.0 0.1 -0.239
C -1.247 -4.724 -1.879 0.0 0.0 0.0 -0.027
C 0.564 -0.953 3.636 0.0 0.0 0.0 -0.304
C -0.359 -1.617 -5.142 0.0 0.0 0.0 -0.073
C 1.284 4.741 0.113 0.0 0.0 -0.1 -0.271
C -0.900 0.109 -3.488 0.1 0.0 -0.1 -0.296
C -6.252 0.103 2.163 0.0 0.0 0.0 -0.053
C 2.614 -1.554 -0.176 0.1 0.0 0.1 -0.480
C 1.511 1.908 2.116 0.1 -0.1 -0.1 -0.686
C 0.611 4.839 1.321 0.0 0.0 0.0 -0.044
C 6.055 -3.252 1.737 0.0 0.0 0.0 -0.108
C -1.287 -1.119 -6.031 0.0 0.0 0.0 -0.134
C -2.013 0.022 -5.670 -0.1 0.0 0.0 -0.040
C -3.447 3.606 -0.287 0.0 0.0 0.0 -0.040
C -3.846 -1.227 0.252 -0.1 -0.1 -0.1 -0.192
C -1.793 -2.322 3.187 0.0 0.0 0.1 -0.338
C 0.570 -3.293 2.170 0.1 0.0 0.0 -0.298
C -2.865 -5.625 -0.153 0.0 0.0 0.0 -0.043
C -5.474 2.467 2.595 0.0 0.0 0.0 -0.043
C 0.930 -1.566 -3.076 0.1 0.0 0.0 -0.104
C 4.580 -3.142 -0.162 0.0 0.0 0.0 -0.036
C 1.712 6.947 1.759 0.0 0.0 0.0 -0.279
C 4.206 -1.714 1.733 0.0 0.0 0.0 -0.035
C -0.625 -2.233 5.300 0.0 0.0 0.0 -0.204
C -4.550 -1.871 -3.084 0.0 0.0 0.0 -0.419
C -0.624 -4.242 4.045 0.0 0.0 0.0 -0.211
C 5.685 -3.689 0.471 0.0 0.0 0.0 -0.097
C 2.498 2.198 0.968 0.1 0.1 0.0 -0.201
C 2.370 6.833 0.536 0.0 0.0 0.0 -0.046
C -3.894 2.443 -1.138 -0.1 -0.1 0.0 -0.385
C 0.829 5.938 2.135 0.0 0.0 0.0 -0.028
C -5.342 -0.686 -3.593 0.0 0.0 0.1 -0.027
C -4.048 -2.783 -4.181 -0.1 0.0 0.0 -0.020
C 2.164 5.735 -0.284 0.0 0.0 0.0 -0.050
C -4.990 2.806 -2.110 0.1 0.1 -0.1 -0.035
C 1.976 8.115 2.669 0.0 0.0 0.0 -0.062
H 6.261 -4.461 -0.023 0.0 0.0 0.0 0.093
H -5.750 -0.121 -2.753 0.0 0.0 0.0 0.070
H 6.918 -3.681 2.230 0.0 0.0 0.0 0.092
H -0.481 -2.799 6.226 0.0 0.0 0.0 0.119
H -3.643 -1.780 1.171 0.1 0.0 0.0 0.061
H -1.820 -5.207 -2.673 0.0 0.0 0.0 0.083
H -5.884 3.136 -1.577 0.0 0.0 0.0 0.085
H 0.076 -0.025 3.934 0.0 0.0 0.0 0.090
H -2.943 4.328 -0.931 0.0 0.0 0.0 0.094
H -6.167 -1.020 -4.224 0.0 0.0 0.0 0.086
H -2.146 -6.388 0.148 0.0 0.0 0.0 0.086
H 4.281 -3.468 -1.148 0.0 0.0 0.0 0.101
H -4.628 3.068 2.928 0.0 0.0 0.0 0.093
H 5.600 -1.906 3.348 0.0 0.0 0.0 0.099
H 1.535 -2.351 -3.539 0.0 0.0 0.0 0.117
H -3.472 -5.362 0.714 0.0 0.0 0.0 0.078
H -2.423 -1.472 3.472 0.0 0.0 0.0 0.078
H -4.985 0.744 3.765 0.0 0.0 0.0 0.142
H -5.148 -2.442 -2.366 0.0 0.0 0.0 0.132
H 2.833 7.921 3.316 0.0 0.0 0.0 0.081
H -5.996 -0.952 2.266 0.0 0.0 0.0 0.080
H -4.299 4.093 0.193 0.0 0.0 0.0 0.078
H 2.366 -2.809 3.987 0.0 0.0 0.0 0.120
H -6.446 0.329 1.114 0.0 0.0 0.0 0.078
H -3.504 -3.626 -3.759 0.0 0.0 0.0 0.070
H -7.175 0.282 2.718 0.0 0.0 0.0 0.087
H -1.533 -3.955 0.096 0.0 0.0 0.0 0.103
H 2.983 3.156 1.176 0.0 0.0 0.0 0.109
H -4.891 -3.167 -4.759 0.0 0.0 0.0 0.087
H -5.232 1.972 -2.763 0.0 0.0 0.0 0.056
H 1.574 -3.103 1.785 0.0 0.0 0.0 0.075
H 2.193 9.019 2.098 0.0 0.0 0.0 0.071
H 3.053 7.615 0.224 0.0 0.0 0.0 0.107
H -1.188 -4.848 3.328 0.0 0.0 0.0 0.117
H -4.896 -1.373 -0.008 0.0 0.0 0.0 0.080
H -0.445 -5.399 -1.573 0.0 0.0 0.0 0.092
H -2.713 3.295 0.454 0.0 0.0 0.0 0.073
H -1.161 2.854 -3.104 0.0 0.0 0.0 0.060
H -1.435 -1.582 -6.998 0.0 0.0 0.0 0.088
H -4.645 3.627 -2.739 0.0 0.0 0.0 0.083
H -3.515 -6.048 -0.920 0.0 0.0 0.0 0.084
H -6.337 2.705 3.221 0.0 0.0 0.0 0.085
H -3.046 1.986 -1.649 0.0 0.1 0.0 0.116
H 3.623 -0.935 2.206 0.0 0.0 0.0 0.104
H -0.066 4.050 1.622 0.0 0.0 0.0 0.114
H 2.667 5.640 -1.237 0.0 0.0 0.0 0.111
H -2.540 3.731 -3.832 0.0 0.0 0.0 0.079
H 0.315 6.006 3.087 0.0 0.0 0.0 0.113
H 1.555 -0.661 3.289 0.0 0.0 0.0 0.076
H 0.244 -2.478 -5.412 0.0 0.0 0.0 0.101
H -3.385 -2.228 -4.844 0.1 0.0 0.0 0.069
H -1.188 -1.325 5.529 0.0 0.0 0.0 0.124
H -0.475 -4.831 4.955 0.0 0.0 0.0 0.119
H -2.405 -2.986 2.564 0.0 0.0 0.0 0.066
H 0.097 -3.996 1.475 0.0 0.0 0.0 0.074
H -4.690 -0.026 -4.167 0.0 0.0 0.0 0.081
H 3.276 1.434 1.029 0.0 0.0 0.0 0.104
H -1.236 3.111 -4.868 0.0 0.0 0.0 0.099
H -2.737 0.464 -6.346 0.0 0.0 0.0 0.114
H -5.709 2.729 1.565 0.0 0.0 0.0 0.069
H 1.576 -3.655 5.337 0.0 0.0 0.0 0.120
H 1.119 8.316 3.312 0.0 0.0 0.0 0.071
H -0.795 -3.810 -2.263 0.0 0.0 0.0 0.071

---

How do the records compare in largest force on an atom? In the order shown, they have 1.0 0.4 eV Å⁻¹.
How do the records compare in E? In the order shown, they have -259955.216 -120930.326 eV.